# 1
The following is a DFT calculation (wB97M-V/def2-TZVPD) of a structure of composition C13H28CuN4O7 in a non-equilibrium geometry.

Its net charge is 0. The value obtained for the electronic energy is -78860.4034 eV. The expectation value of S² is 0.756. Its multiplicity is 2. The LUMO energy (alpha / beta) is -0.733 / -0.700 eV.

Last column: natural (NBO) charge in e.
Geometry (Å):
O: -0.653 0.503 -3.851  -0.732
H: -0.945 0.557 -4.770  0.473
Cu: -0.349 0.306 -0.509  1.215
N: -0.370 1.992 0.487  -0.197
N: 1.052 1.252 -1.384  -0.150
N: -1.598 -0.578 0.714  -0.149
N: -0.659 -1.357 -1.409  -0.226
O: -1.323 2.311 1.307  -0.644
O: -1.975 -0.114 1.927  -0.541
O: 0.153 -1.761 -2.447  -0.547
O: 1.608 0.730 -2.406  -0.575
C: 1.492 2.405 -0.790  0.059
C: 0.724 2.774 0.349  0.145
C: -1.869 -1.864 0.496  0.158
C: -1.355 -2.297 -0.763  0.219
C: 0.981 3.892 1.312  -0.666
H: 1.238 3.515 2.315  0.231
H: 0.080 4.510 1.432  0.245
H: 1.803 4.538 0.994  0.215
C: 2.628 3.188 -1.350  -0.654
H: 2.404 3.405 -2.405  0.235
H: 3.575 2.634 -1.282  0.227
H: 2.769 4.147 -0.832  0.212
C: -2.537 -2.751 1.491  -0.675
C: -1.522 -3.683 -1.269  -0.687
H: -3.102 -2.163 2.228  0.266
H: -1.784 -3.365 2.020  0.239
H: -3.213 -3.427 0.945  0.228
H: -0.929 -3.825 -2.175  0.262
H: -2.576 -3.880 -1.502  0.241
H: -1.232 -4.428 -0.516  0.236
H: -1.827 0.905 1.788  0.510
H: 0.591 -0.929 -2.765  0.540
C: -1.624 1.188 -3.046  -0.263
H: -1.103 1.959 -2.469  0.194
H: -2.120 0.483 -2.358  0.162
H: -2.359 1.625 -3.747  0.177
O: -4.619 2.756 0.070  -0.934
H: -4.723 2.138 -0.682  0.456
H: -3.679 3.027 -0.098  0.478
C: 2.618 -1.502 2.926  -0.437
C: 2.542 -2.621 1.882  -0.430
C: 2.093 -1.892 0.618  -0.066
O: 1.345 -0.728 1.038  -0.578
C: 1.718 -0.388 2.387  -0.069
H: 2.330 -1.821 3.927  0.220
H: 3.649 -1.145 2.989  0.209
H: 1.791 -3.362 2.185  0.198
H: 3.467 -3.180 1.735  0.222
H: 2.940 -1.547 0.002  0.184
H: 1.428 -2.476 -0.023  0.187
H: 0.792 -0.242 2.960  0.193
H: 2.233 0.586 2.324  0.184

=====

# 2
The following is a DFT calculation (wB97M-V/def2-TZVPD) of the ion C13H28N3O4Si with charge +1 in a non-equilibrium geometry.

Its net charge is +1. The value obtained for the electronic energy is -34468.1777 eV. As for the SMILES: CCC(=O)OCCN1CO[C@H](CCO[Si](C)(C)C)NC1=[NH2+]. The LUMO energy is -3.837 eV.

Last column: natural (NBO) charge in e.
Geometry (Å):
C: -2.212 2.979 -3.744  -0.601
C: -3.641 2.497 -3.404  -0.526
C: -3.613 1.222 -2.625  0.814
O: -4.050 0.170 -2.960  -0.505
O: -2.948 1.314 -1.395  -0.591
C: -3.716 1.869 -0.334  -0.086
C: -3.947 0.839 0.745  -0.250
N: -2.720 0.367 1.448  -0.333
C: -1.983 -0.664 0.644  0.085
O: -0.870 -1.099 1.350  -0.498
C: -0.017 0.021 1.546  0.233
C: 1.333 -0.404 2.062  -0.446
C: 1.974 -1.422 1.114  -0.043
O: 3.358 -1.138 1.050  -0.877
Si: 4.382 -2.127 0.160  1.871
C: 5.733 -1.076 -0.600  -1.136
C: 5.207 -3.327 1.326  -1.140
C: 3.492 -3.065 -1.206  -1.146
N: -0.685 0.938 2.486  -0.608
C: -2.010 1.192 2.182  0.721
N: -2.567 2.296 2.769  -0.857
H: -1.939 2.691 -4.752  0.230
H: -2.152 4.057 -3.631  0.223
H: -1.496 2.552 -3.047  0.212
H: -4.153 3.248 -2.803  0.226
H: -4.206 2.291 -4.306  0.249
H: -3.223 2.772 0.026  0.192
H: -4.706 2.168 -0.683  0.212
H: -4.627 1.252 1.486  0.234
H: -4.442 -0.037 0.335  0.245
H: -1.694 -0.212 -0.302  0.214
H: -2.655 -1.492 0.440  0.222
H: 0.122 0.569 0.610  0.182
H: 1.973 0.475 2.046  0.252
H: 1.233 -0.792 3.074  0.216
H: 1.518 -1.321 0.127  0.164
H: 1.811 -2.435 1.484  0.184
H: 5.555 -0.008 -0.500  0.247
H: 6.672 -1.290 -0.088  0.244
H: 5.878 -1.345 -1.643  0.242
H: 5.713 -2.738 2.092  0.242
H: 5.992 -3.847 0.776  0.244
H: 4.533 -4.046 1.783  0.237
H: 4.098 -3.011 -2.108  0.249
H: 3.395 -4.118 -0.943  0.245
H: 2.493 -2.707 -1.447  0.232
H: -0.676 0.507 3.411  0.416
H: -3.325 2.243 3.426  0.432
H: -2.192 3.195 2.523  0.433

=====

# 3
The following is a DFT calculation (wB97M-V/def2-TZVPD) of a cluster of 2 separate species, C13H28N3OSi in total in a non-equilibrium geometry.

Its net charge is +1. The value obtained for the electronic energy is -28320.6127 eV. Its energy above the lowest of the compared OMol25 structures with the same formula, charge and spin is 391.06 kJ/mol. The LUMO energy is -3.475 eV.

Last column: natural (NBO) charge in e.
Geometry (Å):
C: 5.833 -2.242 0.192  -0.643
C: 5.253 -0.994 1.096  -0.430
C: 4.734 0.296 0.166  -0.278
N: 3.226 0.422 0.182  -0.459
N: 2.791 1.616 0.742  -0.363
C: 1.290 1.466 0.987  -0.275
C: 0.888 0.205 1.955  -0.100
O: -0.545 -0.061 1.756  -0.862
Si: -0.839 -1.292 0.538  1.861
C: 0.520 -1.451 -0.816  -1.176
C: -0.968 -2.992 1.434  -1.172
C: -2.502 -0.759 -0.362  -1.139
H: 5.260 -3.246 0.447  0.232
H: 5.732 -2.039 -0.965  0.213
H: 6.978 -2.471 0.434  0.239
H: 6.122 -0.632 1.820  0.231
H: 4.355 -1.419 1.733  0.225
H: 5.311 1.263 0.488  0.211
H: 5.034 0.064 -0.965  0.231
H: 2.870 0.384 -0.799  0.390
H: 3.321 1.923 1.587  0.448
H: 2.892 2.354 -0.018  0.422
H: 0.800 1.387 -0.099  0.241
H: 0.827 2.445 1.481  0.260
H: 1.491 -0.780 1.769  0.211
H: 1.057 0.483 3.103  0.216
H: 0.891 -0.443 -1.279  0.207
H: 1.397 -2.137 -0.397  0.249
H: 0.047 -2.083 -1.710  0.279
H: -0.008 -3.615 1.111  0.240
H: -0.846 -2.791 2.586  0.260
H: -1.912 -3.626 1.152  0.274
H: -3.417 -0.776 0.369  0.263
H: -2.326 0.385 -0.649  0.231
H: -2.667 -1.322 -1.374  0.261
N: -5.003 2.009 -3.055  -0.413
C: -6.342 1.887 -2.921  0.035
C: -7.000 1.913 -1.702  -0.257
C: -6.241 2.069 -0.547  -0.164
C: -4.860 2.195 -0.652  -0.270
C: -4.293 2.161 -1.916  0.025
H: -6.890 1.764 -3.851  0.201
H: -8.079 1.814 -1.655  0.228
H: -6.722 2.093 0.426  0.221
H: -4.240 2.317 0.229  0.216
H: -3.219 2.258 -2.050  0.181

=====

# 4
The following is a DFT calculation (wB97M-V/def2-TZVPD) of a structure of composition C13H28NO4P2Ti in a non-equilibrium geometry.

Its net charge is +1. The value obtained for the electronic energy is -65300.4302 eV. The LUMO energy (alpha / beta) is -3.563 / -3.562 eV.

Last column: natural (NBO) charge in e.
Geometry (Å):
C: 2.883 1.256 -2.003  -0.248
C: 1.605 0.994 -1.523  0.277
N: 1.369 0.742 -0.212  -0.574
C: 2.416 0.549 0.605  0.273
C: 3.718 0.725 0.171  -0.247
C: 3.960 1.134 -1.135  -0.102
C: 0.491 0.872 -2.500  -0.780
P: -1.267 0.980 -1.838  0.853
Ti: -0.696 0.610 0.532  1.247
P: 0.467 -0.564 2.304  1.021
C: 2.155 0.121 2.017  -0.775
O: 0.810 -1.639 -3.371  -0.973
O: 1.082 -2.397 -0.927  -0.959
H: 2.970 1.549 -3.038  0.238
H: 4.506 0.565 0.892  0.237
H: 4.972 1.327 -1.474  0.240
C: -1.746 2.719 -2.048  -0.934
C: -2.198 0.076 -3.091  -0.930
H: 2.877 -0.665 2.293  0.261
H: 2.290 0.981 2.700  0.271
H: 0.636 -0.092 -2.975  0.339
H: 0.565 1.597 -3.341  0.251
C: 0.047 -0.090 3.994  -0.958
C: 0.779 -2.351 2.347  -0.958
H: 0.211 -2.116 -0.644  0.504
H: 0.984 -3.367 -0.996  0.490
H: 1.035 -2.000 -2.497  0.501
H: 1.512 -1.758 -4.004  0.487
H: -0.892 2.030 1.244  -0.494
H: -0.717 -1.135 0.196  -0.374
H: -1.726 3.028 -3.098  0.251
H: -2.765 2.827 -1.664  0.257
H: -1.101 3.371 -1.452  0.261
H: -2.368 0.686 -3.987  0.253
H: -1.665 -0.841 -3.363  0.280
H: -3.168 -0.185 -2.651  0.258
H: 1.470 -2.602 3.161  0.243
H: -0.188 -2.845 2.493  0.274
H: 1.183 -2.666 1.376  0.265
H: 0.787 -0.481 4.702  0.246
H: -0.004 1.003 4.054  0.262
H: -0.944 -0.498 4.226  0.262
C: -4.337 0.163 2.347  -0.269
O: -3.121 0.430 1.645  -0.539
C: -2.329 -0.635 1.395  0.526
O: -2.622 -1.784 1.590  -0.615
H: -4.158 -0.323 3.301  0.197
H: -4.999 -0.447 1.741  0.200
H: -4.769 1.147 2.505  0.203